(1)
Formula: CH2AgF3O
Source: the Open Molecules 2025 dataset
Level of theory: ωB97M-V/def2-TZVPD

```
! wB97M-V def2-TZVPD RIJCOSX def2/J DEFGRID3
* xyz -1 2
H 0.9165 0.1620 0.3617
Ag 4.1221 0.0561 -0.3428
O 2.7446 -1.3376 -0.0936
H 2.7087 -2.2055 -0.4995
C 0.3952 1.1975 0.3543
F -0.9326 0.9765 0.4224
F 0.7281 1.9262 1.4359
F 0.5880 1.9888 -0.7177
*
```

## Properties
E = -15267.9824 eV
expectation value of S² = 0.753
energy above the lowest of the compared OMol25 structures with the same formula, charge and spin = 0.00 kcal per mole
LUMO level (alpha / beta) = 0.1460 / 0.1421 hartree
gap between HOMO and LUMO (alpha / beta) = 5.1 / 8.1 eV

Atom charges from the natural (NBO) analysis, given in e for atoms 1 to 6: H 0.20; Ag -0.05; O -1.37; H 0.44; C 0.82; F -0.36

***

(2)
Formula: CH2AuO4
Source: the Open Molecules 2025 dataset
Level of theory: ωB97M-V/def2-TZVPD

```
! wB97M-V def2-TZVPD RIJCOSX def2/J DEFGRID3
* xyz 1 3
O -0.3152 1.3604 -0.2504
C -1.4690 0.7205 -0.2677
O -1.6641 0.0681 0.8576
O -2.0677 0.4352 -1.3218
Au 0.1912 0.2720 1.1262
H 1.3729 -1.8075 0.4411
O 1.4680 -1.0124 1.0353
H 2.4013 -0.9099 1.2544
*
```

## Properties
E = -12936.2194 eV
expectation value of S² = 2.013
LUMO level (alpha / beta) = -0.1813 / -0.3367 hartree
gap between HOMO and LUMO (alpha / beta) = 9.8 / 6.6 eV

Atom charges from the natural (NBO) analysis, given in e for atoms 1 to 6: O -0.56; C 0.85; O -0.63; O -0.08; Au 1.28; H 0.56

***

(3)
Formula: CH2Br2S
Source: the Open Molecules 2025 dataset
Level of theory: ωB97M-V/def2-TZVPD

```
! wB97M-V def2-TZVPD RIJCOSX def2/J DEFGRID3
* xyz 0 1
C -0.1100 1.7842 1.1807
S 0.1622 0.8434 -0.1382
Br -0.9922 1.3939 2.7675
Br -0.0640 -2.3577 -2.3426
H 0.2756 2.7126 1.1609
H -0.4071 -1.9990 -3.6903
*
```

## Properties
E = -151988.4901 eV
SMILES string = S=CBr.Br
energy above the lowest of the compared OMol25 structures with the same formula, charge and spin = 11.66 kcal per mole
LUMO level = -0.0290 hartree
gap between HOMO and LUMO = 8.5 eV

Charges computed using natural (NBO), reported in e: C -0.40; S 0.10; Br 0.12; Br -0.20; H 0.18; H 0.20

***

(4)
Formula: CH2BrClO2S3
Source: the Open Molecules 2025 dataset
Level of theory: ωB97M-V/def2-TZVPD

```
! wB97M-V def2-TZVPD RIJCOSX def2/J DEFGRID3
* xyz 0 1
C -0.7514 -0.3921 -0.0776
O -1.5601 1.6721 -1.5743
O -1.6754 2.3086 -3.9140
S -0.7771 1.5188 -0.0964
S -1.7900 2.0360 1.4898
S -1.1841 1.1992 -3.1498
Cl -2.1843 -1.1839 -0.8516
Br 1.0177 1.4661 -3.0705
H -0.0407 -0.8721 -0.6346
H -0.6537 -0.6319 1.0236
*
```

## Properties
E = -120232.8060 eV
energy above the lowest of the compared OMol25 structures with the same formula, charge and spin = 40.66 kcal per mole
LUMO level = -0.0312 hartree
gap between HOMO and LUMO = 8.4 eV

Atom charges from the natural (NBO) analysis, given in e for atoms 1 to 6: C -0.54; O -0.94; O -0.84; S 0.91; S -0.34; S 1.52

***

> What is the E in the second record?

-12936.2194 eV

***

Repeat the fourth record exactly.
Formula: CH2BrClO2S3
Source: the Open Molecules 2025 dataset
Level of theory: ωB97M-V/def2-TZVPD

```
! wB97M-V def2-TZVPD RIJCOSX def2/J DEFGRID3
* xyz 0 1
C -0.7514 -0.3921 -0.0776
O -1.5601 1.6721 -1.5743
O -1.6754 2.3086 -3.9140
S -0.7771 1.5188 -0.0964
S -1.7900 2.0360 1.4898
S -1.1841 1.1992 -3.1498
Cl -2.1843 -1.1839 -0.8516
Br 1.0177 1.4661 -3.0705
H -0.0407 -0.8721 -0.6346
H -0.6537 -0.6319 1.0236
*
```

## Properties
E = -120232.8060 eV
energy above the lowest of the compared OMol25 structures with the same formula, charge and spin = 40.66 kcal per mole
LUMO level = -0.0312 hartree
gap between HOMO and LUMO = 8.4 eV

Atom charges from the natural (NBO) analysis, given in e for atoms 1 to 6: C -0.54; O -0.94; O -0.84; S 0.91; S -0.34; S 1.52

***

> Which formula does entry 3 have?

CH2Br2S